#a
This record from the Open Molecules 2025 dataset describes 2 unconnected molecules or ions with the total composition C9H14. The level of theory is ωB97M-V/def2-TZVPD.

```
! wB97M-V def2-TZVPD RIJCOSX def2/J DEFGRID3
* xyz 0 1
C -1.73191 3.09789 0.93491
C -1.21276 1.97397 0.06292
C 0.09486 1.52998 0.20667
C 0.64948 0.62438 -0.68635
C -0.12401 0.21540 -1.78343
C -1.43834 0.56253 -1.82113
C -2.03946 1.50128 -0.95960
H -2.17820 3.91613 0.37285
H -0.95542 3.51817 1.57181
H -2.53322 2.73295 1.58403
H 0.72865 2.01018 0.94146
H 1.69691 0.37607 -0.59872
H 0.39736 -0.39595 -2.50300
H -2.05673 0.22350 -2.65146
H -3.06968 1.73993 -1.15692
C 1.84808 -2.35342 1.31184
C 1.55442 -3.52273 0.37555
H 2.88875 -2.41441 1.63293
H 1.90059 -1.42067 0.75783
H 1.11907 -2.30274 2.10972
H 1.23427 -4.43481 0.88445
H 2.43731 -3.81897 -0.19857
H 0.78998 -3.35867 -0.38780
*
```

Output
- frontier orbital gap (eV) = 10.10
- SMILES = Cc1ccccc1.CC
- HOMO (eV) = -9.05

---

#b
This record from the Open Molecules 2025 dataset describes 2 unconnected molecules or ions with the total composition C9H14. The level of theory is ωB97M-V/def2-TZVPD.

```
! wB97M-V def2-TZVPD RIJCOSX def2/J DEFGRID3
* xyz 0 1
C 0.75319 2.66451 -0.52269
C -0.50573 1.82356 -0.42564
C -1.58867 2.15548 0.37019
C -2.60513 1.23837 0.51986
C -2.59732 0.01857 -0.03525
C -1.52923 -0.31838 -0.89111
C -0.61891 0.69163 -1.21281
H 0.77913 3.55516 0.14195
H 0.73433 2.99003 -1.49989
H 1.65193 2.06320 -0.32500
H -1.62271 3.20671 0.85198
H -3.43960 1.59264 1.26147
H -3.37067 -0.65834 0.19730
H -1.58895 -1.14126 -1.52691
H 0.00377 0.47254 -2.10701
C 2.14702 -3.24274 0.56785
C 1.79925 -1.85642 0.73525
H 1.52527 -3.94215 1.12838
H 2.02730 -3.55137 -0.56233
H 3.11400 -3.44359 0.91495
H 2.53238 -1.09084 0.55255
H 0.86256 -1.61684 0.11856
H 1.53680 -1.61044 1.74834
*
```

Output
- frontier orbital gap (eV) = 10.02
- SMILES = Cc1ccccc1.CC
- HOMO (eV) = -9.02

---

#c
This record from the Open Molecules 2025 dataset describes 2 unconnected molecules or ions with the total composition C9H14. The level of theory is ωB97M-V/def2-TZVPD.

```
! wB97M-V def2-TZVPD RIJCOSX def2/J DEFGRID3
* xyz 0 1
C -1.24936 0.82528 -2.69001
C -0.10021 0.39835 -1.76837
C 0.76825 -0.60390 -2.16595
C 1.82343 -0.94203 -1.30953
C 1.95786 -0.26874 -0.10442
C 1.02955 0.64759 0.37334
C -0.00720 0.96439 -0.50134
H -1.03168 1.72735 -3.29100
H -2.20553 0.90388 -2.16221
H -1.35726 0.02413 -3.42657
H 0.68450 -1.07558 -3.15103
H 2.54627 -1.63282 -1.66743
H 2.88306 -0.42931 0.45310
H 1.12360 1.26647 1.25819
H -0.96190 1.37401 -0.13490
C -0.70162 -1.08818 2.15080
C -0.69825 0.28846 2.83531
H -1.49564 -1.70925 2.68514
H -0.92390 -0.98919 1.09833
H 0.27915 -1.53294 2.33169
H -1.10154 1.07868 2.13108
H 0.20491 0.46427 3.42981
H -1.46647 0.30905 3.62596
*
```

Output
- frontier orbital gap (eV) = 10.10
- SMILES = Cc1ccccc1.CC
- HOMO (eV) = -9.06

---

#d
This record from the Open Molecules 2025 dataset describes 2 unconnected molecules or ions with the total composition C9H14. The level of theory is ωB97M-V/def2-TZVPD.

```
! wB97M-V def2-TZVPD RIJCOSX def2/J DEFGRID3
* xyz 0 1
C 1.67458 -2.75038 -0.92324
C 0.62297 -1.67635 -0.90459
C 0.96546 -0.32912 -1.02596
C -0.03409 0.68791 -0.97662
C -1.43590 0.32570 -0.79775
C -1.72192 -1.03378 -0.63997
C -0.71365 -2.01198 -0.70562
H 2.50760 -2.48046 -1.57108
H 1.21472 -3.62376 -1.33356
H 2.05482 -2.97228 0.09474
H 1.97103 -0.03016 -1.17921
H 0.19506 1.74472 -1.13806
H -2.15598 1.07090 -0.72157
H -2.77626 -1.38544 -0.55637
H -1.00059 -3.13490 -0.54935
C -0.27877 3.22697 1.83759
C 0.47989 2.48705 2.91706
H -1.27353 3.39359 2.13423
H 0.23043 4.23878 1.58182
H -0.29166 2.64897 0.97442
H 1.49715 2.27654 2.61663
H -0.01369 1.50411 3.13398
H 0.48954 3.19326 3.82792
*
```

Output
- frontier orbital gap (eV) = 10.04
- SMILES = Cc1ccccc1.CC
- HOMO (eV) = -9.03

---

Energetically preferred structure: #a | next structure: +0.206 eV

---

#a
This record from the Open Molecules 2025 dataset describes 2 unconnected molecules or ions with the total composition C9H14. The level of theory is ωB97M-V/def2-TZVPD.

```
! wB97M-V def2-TZVPD RIJCOSX def2/J DEFGRID3
* xyz 0 1
C 2.77146 -1.49796 -0.44642
C 1.81923 -0.46564 0.08231
C 1.18354 0.43847 -0.78412
C 0.29765 1.37243 -0.30618
C -0.08961 1.41638 1.03848
C 0.56442 0.55297 1.90090
C 1.48451 -0.40042 1.42557
H 3.40242 -1.77354 0.40006
H 3.33124 -1.23957 -1.34836
H 2.29862 -2.41148 -0.82193
H 1.43771 0.47657 -1.83683
H -0.00430 2.15673 -0.99172
H -0.95385 1.99697 1.32629
H 0.38792 0.57364 2.96787
H 1.97099 -1.05275 2.13214
C -3.01437 -0.62046 -0.45281
C -3.68205 -0.13623 -1.74282
H -2.58455 0.12523 0.20503
H -3.76719 -1.11007 0.18709
H -2.30681 -1.42315 -0.64403
H -4.16033 -0.93698 -2.30513
H -2.90430 0.24010 -2.40753
H -4.44627 0.58294 -1.45159
*
```

Output
- frontier orbital gap (eV) = 10.01
- SMILES = Cc1ccccc1.CC
- HOMO (eV) = -9.01

---

#b
This record from the Open Molecules 2025 dataset describes 2 unconnected molecules or ions with the total composition C9H14. The level of theory is ωB97M-V/def2-TZVPD.

```
! wB97M-V def2-TZVPD RIJCOSX def2/J DEFGRID3
* xyz 0 1
C 0.61967 -1.92478 1.34845
C -0.43308 -0.86363 1.29286
C -1.01640 -0.42455 0.11726
C -1.71498 0.80788 0.16932
C -2.20921 1.40651 1.30517
C -1.55715 1.00131 2.46773
C -0.60725 -0.01331 2.42281
H 0.17002 -2.77233 1.85082
H 1.56443 -1.59714 1.73600
H 0.62368 -2.46573 0.39418
H -0.98517 -0.98090 -0.81164
H -1.91465 1.23575 -0.81172
H -2.96048 2.17203 1.17076
H -1.59240 1.54038 3.41551
H 0.05626 -0.07090 3.27748
C 0.72997 0.20009 -2.48944
C 2.24108 0.53050 -2.37543
H 0.54352 -0.32282 -1.57336
H 0.02980 1.03051 -2.53827
H 0.46214 -0.31553 -3.43172
H 2.33875 1.63025 -2.17079
H 2.92574 0.29903 -3.18166
H 2.68570 -0.10262 -1.58434
*
```

Output
- frontier orbital gap (eV) = 9.88
- SMILES = Cc1ccccc1.CC
- HOMO (eV) = -8.88

---

Energetically preferred structure: #a | next structure: +1.146 eV

---

#a
This record from the Open Molecules 2025 dataset describes 2 unconnected molecules or ions with the total composition C9H14. The level of theory is ωB97M-V/def2-TZVPD.

```
! wB97M-V def2-TZVPD RIJCOSX def2/J DEFGRID3
* xyz 0 1
C -0.99418 -1.50635 -0.41997
C -1.28901 -0.15662 -0.92599
C -1.52598 -0.05419 -2.30399
C -1.34057 1.16773 -2.88357
C -1.29398 2.37251 -2.13056
C -1.50209 2.21202 -0.78110
C -1.28739 0.99256 -0.11868
H -0.12741 -1.99255 -0.82262
H -1.77104 -2.27141 -0.50635
H -0.82724 -1.44767 0.68063
H -1.70460 -0.99422 -2.83898
H -1.08009 1.19179 -3.99787
H -1.08769 3.34062 -2.50481
H -1.62112 3.02720 -0.08597
H -1.31261 0.86414 0.95866
C 2.98210 -0.86943 1.89310
C 1.67082 -0.85212 2.77029
H 2.81608 -0.48494 0.87980
H 3.77027 -0.19611 2.22806
H 3.26424 -1.91155 1.83299
H 0.95691 -1.67750 2.46906
H 1.24543 0.13745 2.80689
H 2.05916 -0.89139 3.80095
*
```

Output
- frontier orbital gap (eV) = 9.85
- SMILES = Cc1ccccc1.CC
- HOMO (eV) = -8.86

---

#b
This record from the Open Molecules 2025 dataset describes 2 unconnected molecules or ions with the total composition C9H14. The level of theory is ωB97M-V/def2-TZVPD.

```
! wB97M-V def2-TZVPD RIJCOSX def2/J DEFGRID3
* xyz 0 1
C -1.94413 -0.90207 -1.03699
C -1.28183 -0.63709 0.30126
C -2.01096 0.12759 1.24574
C -1.53249 0.55070 2.41249
C -0.22949 0.15506 2.78373
C 0.47999 -0.57461 1.85905
C 0.00023 -0.97615 0.57447
H -2.55238 0.02837 -1.29890
H -2.46495 -1.88795 -0.79469
H -1.17737 -0.82550 -1.95929
H -3.02486 0.42989 0.90029
H -2.14329 1.24174 3.04790
H 0.21093 0.54680 3.71742
H 1.36516 -0.96845 1.99906
H 0.73263 -1.42171 -0.19243
C 2.15770 0.95149 -3.65896
C 3.17105 0.85153 -2.36892
H 1.68206 -0.06444 -3.76717
H 1.55397 1.75105 -3.52583
H 2.84339 1.30573 -4.50952
H 4.19964 1.22872 -2.64337
H 3.22656 -0.09804 -2.04935
H 2.68804 1.45499 -1.59531
*
```

Output
- frontier orbital gap (eV) = 9.99
- SMILES = Cc1ccccc1.CC
- HOMO (eV) = -9.05

---

#c
This record from the Open Molecules 2025 dataset describes 2 unconnected molecules or ions with the total composition C9H14. The level of theory is ωB97M-V/def2-TZVPD.

```
! wB97M-V def2-TZVPD RIJCOSX def2/J DEFGRID3
* xyz 0 1
C 0.47131 0.83133 -1.89405
C 0.08022 0.95948 -0.50917
C 1.02035 0.64909 0.47983
C 0.70888 0.60674 1.81688
C -0.38150 1.27826 2.29549
C -1.28819 1.87008 1.38893
C -0.98435 1.75847 -0.04571
H 0.56501 -0.28767 -2.09996
H 1.24794 1.34968 -2.28137
H -0.43987 1.08533 -2.46764
H 1.92265 0.19177 0.12864
H 1.39147 0.01509 2.42963
H -0.58750 1.23964 3.35016
H -2.13735 2.53754 1.62046
H -1.53233 2.29971 -0.76482
C 0.34528 -3.83012 -1.01064
C -0.15098 -2.44503 -1.37542
H 0.29880 -4.55980 -1.75268
H 1.36366 -3.74965 -0.63980
H -0.25864 -4.12591 -0.09429
H 0.55774 -1.92450 -2.05565
H -0.19775 -1.79420 -0.43521
H -1.11984 -2.34682 -1.81427
*
```

Output
- frontier orbital gap (eV) = 9.96
- SMILES = Cc1ccccc1.CC
- HOMO (eV) = -8.97

---

Energetically preferred structure: #a | next structure: +0.222 eV